No. 1
Computed, not measured: a structure of composition C13H32GaO6S in a non-equilibrium geometry, with ωB97M-V with the def2-TZVPD basis set.

```
53
Properties=species:S:1:pos:R:3
C 4.033 -2.031 2.996
C 3.650 -0.556 2.873
C 2.168 -0.474 2.626
O 1.714 -0.847 1.612
O 1.485 0.066 3.626
C 0.260 -0.614 4.007
C -0.962 -0.323 3.111
Ga -1.665 -2.106 2.339
S -1.963 -3.649 4.070
H 5.095 -2.149 2.916
H 3.665 -2.419 3.935
H 3.527 -2.574 2.214
H 4.139 -0.168 1.998
H 3.921 0.005 3.748
H 0.413 -1.683 4.104
H 0.050 -0.249 4.996
H -1.753 0.121 3.696
H -0.603 0.325 2.330
H -0.659 -2.723 1.252
H -3.147 -1.879 1.741
H -0.744 -3.828 4.602
C 0.909 1.283 -2.606
O 0.558 2.116 -1.515
C 1.377 1.906 -0.369
C 2.445 2.970 -0.247
O 3.389 2.909 -1.312
C 3.146 3.865 -2.323
H 0.421 1.679 -3.497
H 1.989 1.268 -2.773
H 0.556 0.262 -2.437
H 1.823 0.909 -0.389
H 0.725 1.961 0.508
H 2.999 2.802 0.683
H 1.990 3.964 -0.196
H 3.460 4.862 -1.991
H 2.093 3.895 -2.611
H 3.739 3.585 -3.194
C -2.379 0.306 -1.276
O -3.772 0.249 -1.559
C -4.072 0.423 -2.928
C -4.335 -0.906 -3.605
O -3.173 -1.716 -3.638
C -3.147 -2.702 -2.613
H -2.221 -0.110 -0.284
H -1.801 -0.282 -1.992
H -2.029 1.344 -1.291
H -3.268 0.961 -3.441
H -4.981 1.035 -2.988
H -4.632 -0.723 -4.644
H -5.156 -1.428 -3.104
H -3.829 -3.524 -2.862
H -3.415 -2.288 -1.640
H -2.133 -3.094 -2.555
```

Values from the calculation:
E_HOMO, eV: -4.4
Relative energy (zero: lowest compared OMol25 entry of this formula, charge and spin), eV: 0.334
Gap between HOMO and LUMO, Eh: 0.261
Total energy, eV: -89494.957
Total charge: -1

No. 2
Computed, not measured: a cluster of 4 separate species, C13H32INO7S4 in total in a non-equilibrium geometry, with ωB97M-V with the def2-TZVPD basis set.

```
58
Properties=species:S:1:pos:R:3
C -0.864 3.481 3.796
C -2.283 3.888 3.391
C -2.765 3.296 2.047
I -4.931 3.311 2.107
C -2.187 1.877 1.779
O -3.203 1.051 1.143
S -2.808 0.620 -0.317
O -3.875 0.837 -1.222
O -2.248 -0.693 -0.279
O -1.703 1.754 -0.516
C -1.052 1.992 0.736
C 0.186 1.133 0.924
C 1.355 1.757 0.168
N 2.512 0.863 0.141
H -0.116 3.773 3.060
H -0.610 4.006 4.716
H -0.769 2.423 4.023
H -2.987 3.590 4.161
H -2.289 4.969 3.278
H -2.528 3.956 1.219
H -1.922 1.353 2.687
H -0.691 3.016 0.818
H 0.416 1.004 1.982
H 0.032 0.150 0.509
H 1.018 1.935 -0.855
H 1.568 2.752 0.582
H 2.983 0.921 1.038
H 3.182 1.237 -0.520
C 0.537 -2.365 -0.305
S 0.221 -3.264 1.210
O 0.732 -2.420 2.331
C 1.434 -4.549 0.913
H -0.100 -1.489 -0.305
H 1.585 -2.067 -0.344
H 0.287 -2.995 -1.159
H 2.419 -4.100 0.791
H 1.165 -5.112 0.023
H 1.434 -5.213 1.776
C 4.354 -7.843 -2.570
S 3.376 -7.817 -1.064
O 2.507 -6.613 -1.136
C 4.734 -7.407 0.039
H 3.679 -8.039 -3.399
H 4.837 -6.875 -2.706
H 5.096 -8.638 -2.505
H 5.190 -6.470 -0.279
H 5.466 -8.215 0.027
H 4.325 -7.298 1.041
C -3.017 5.977 -3.979
S -3.395 4.935 -2.565
O -2.764 5.573 -1.376
C -2.325 3.573 -3.021
H -3.556 6.914 -3.857
H -1.944 6.169 -4.013
H -3.347 5.479 -4.890
H -1.300 3.936 -3.112
H -2.658 3.121 -3.955
H -2.395 2.861 -2.204
```

Values from the calculation:
E_HOMO, eV: -8.3
Gap between HOMO and LUMO, Eh: 0.328
Total energy, eV: -81261.056

No. 3
Computed, not measured: a cluster of 3 separate species, C13H32IO5PS in total in a non-equilibrium geometry, with ωB97M-V with the def2-TZVPD basis set.

```
53
Properties=species:S:1:pos:R:3
C 5.787 -1.632 -0.247
C 6.270 -0.357 -0.948
C 6.117 0.934 -0.157
C 4.711 1.208 0.399
P 3.806 2.574 -0.468
I 4.068 2.051 -2.855
C 2.060 2.118 0.001
C 1.206 1.526 -1.112
C -0.132 0.987 -0.581
S -0.292 -0.718 -1.043
O -0.858 -0.819 -2.341
O 0.910 -1.440 -0.825
O -1.365 -1.239 0.008
H 6.602 -2.121 0.275
H 4.992 -1.463 0.468
H 5.421 -2.329 -0.991
H 7.335 -0.484 -1.127
H 5.811 -0.273 -1.925
H 6.360 1.753 -0.832
H 6.843 0.993 0.648
H 4.076 0.330 0.422
H 4.812 1.574 1.416
H 2.098 1.447 0.853
H 1.585 3.031 0.347
H 0.991 2.279 -1.857
H 1.751 0.712 -1.574
H -0.959 1.489 -1.066
H -0.252 1.057 0.495
H -1.946 -1.872 -0.455
C -3.837 0.181 -3.006
C -4.673 1.351 -2.508
C -6.160 1.030 -2.521
O -4.413 2.514 -3.295
H -4.101 -0.065 -4.039
H -2.780 0.426 -2.992
H -3.995 -0.708 -2.393
H -4.368 1.609 -1.492
H -6.493 0.814 -3.540
H -6.739 1.880 -2.160
H -6.384 0.164 -1.896
H -4.671 2.317 -4.203
C -1.397 -2.710 4.066
C -2.230 -1.478 4.389
C -3.719 -1.781 4.332
O -1.907 -0.417 3.492
H -1.612 -3.060 3.053
H -0.334 -2.475 4.112
H -1.605 -3.523 4.763
H -1.971 -1.114 5.383
H -4.003 -2.105 3.326
H -4.300 -0.889 4.565
H -3.992 -2.568 5.036
H -2.124 -0.710 2.599
```

Values from the calculation:
E_HOMO, eV: -8.5
Gap between HOMO and LUMO, Eh: 0.320
Total energy, eV: -52462.137

No. 4
Computed, not measured: a cluster of 2 separate species, C13H32N2O6P in total, with ωB97M-V with the def2-TZVPD basis set.

```
54
Properties=species:S:1:pos:R:3
C 3.635 -1.826 -0.173
C 3.394 -0.507 -0.910
C 2.248 -0.647 -1.891
O 1.999 0.629 -2.506
C 0.860 0.776 -3.241
C 0.400 -0.400 -4.139
C -0.981 -0.841 -3.629
C -1.542 0.450 -3.041
P -3.060 0.475 -2.047
O -3.237 1.793 -1.446
O -2.807 -0.772 -1.075
O -4.218 0.031 -3.046
N -0.369 1.024 -2.313
H 4.593 -1.815 0.347
H 3.642 -2.674 -0.867
H 2.848 -2.016 0.564
H 3.176 0.293 -0.196
H 4.289 -0.205 -1.462
H 1.340 -1.013 -1.384
H 2.517 -1.373 -2.666
H 0.958 1.700 -3.810
H 1.123 -1.213 -4.129
H 0.326 -0.044 -5.170
H -0.887 -1.613 -2.858
H -1.621 -1.220 -4.428
H -1.761 1.149 -3.861
H -3.593 -1.058 -0.586
H -4.177 -0.880 -3.365
H -0.245 0.604 -1.383
H -0.501 2.020 -2.126
C -2.559 -1.108 4.130
O -1.773 0.042 4.363
C -0.471 -0.229 4.869
C 0.573 0.292 3.908
N 0.528 -0.447 2.654
C 1.379 0.079 1.603
C 1.063 1.469 1.065
O -0.197 1.540 0.401
C -1.296 1.981 1.211
H -3.541 -0.764 3.811
H -2.131 -1.751 3.350
H -2.676 -1.705 5.039
H -0.343 -1.304 5.024
H -0.359 0.274 5.832
H 1.565 0.176 4.355
H 0.393 1.369 3.779
H -0.432 -0.479 2.331
H 1.346 -0.624 0.762
H 2.413 0.088 1.963
H 1.819 1.731 0.320
H 1.103 2.235 1.844
H -0.953 2.702 1.955
H -1.787 1.151 1.723
H -2.014 2.456 0.547
```

Values from the calculation:
E_HOMO, eV: -11.3
Relative energy (zero: lowest compared OMol25 entry of this formula, charge and spin), eV: 0.000
Gap between HOMO and LUMO, Eh: 0.318
Total energy, eV: -38549.458
Total charge: +1

No. 5
Computed, not measured: a cluster of 4 separate species, C13H32N2O8PS3 in total in a non-equilibrium geometry, with ωB97M-V with the def2-TZVPD basis set.

```
59
Properties=species:S:1:pos:R:3
N -2.901 -0.680 -0.725
C -2.113 -1.628 -1.627
P -0.890 -2.553 -0.426
O -1.384 -4.125 -1.000
N -2.621 -4.452 -0.569
O -2.995 -5.340 -1.341
H -2.417 0.236 -0.603
H -3.893 -0.579 -1.034
H -2.815 -2.372 -2.209
H -1.459 -1.066 -2.438
H -1.902 -2.614 0.626
H 0.120 -3.153 0.450
H 0.094 -2.512 -1.511
H -0.500 -1.236 0.056
C 1.811 3.214 -0.885
C 0.845 3.509 -2.031
C -0.279 2.477 -1.962
S -0.413 1.998 -0.246
O -0.039 0.605 -0.126
O -1.651 2.518 0.299
C 0.939 2.998 0.344
H 2.524 4.029 -0.734
H 2.379 2.303 -1.106
H 0.429 4.517 -1.907
H 1.349 3.480 -3.002
H -1.231 2.896 -2.297
H -0.039 1.584 -2.545
H 1.459 2.484 1.154
H 0.524 3.945 0.702
C -3.904 -7.312 1.544
C -5.412 -7.288 1.297
C -6.092 -7.829 2.554
S -4.996 -7.455 3.914
O -4.501 -8.700 4.463
O -5.596 -6.427 4.741
C -3.705 -6.719 2.931
H -3.359 -6.746 0.783
H -3.542 -8.346 1.522
H -5.736 -6.256 1.117
H -5.687 -7.876 0.415
H -7.059 -7.351 2.725
H -6.215 -8.914 2.506
H -2.729 -6.951 3.361
H -3.866 -5.637 2.923
C 6.262 7.877 -0.557
C 7.214 6.762 -0.988
C 6.630 5.441 -0.491
S 4.860 5.675 -0.414
O 4.446 5.603 0.971
O 4.230 4.888 -1.455
C 4.866 7.386 -0.913
H 6.493 8.824 -1.053
H 6.340 8.032 0.525
H 7.285 6.746 -2.082
H 8.224 6.920 -0.596
H 6.858 4.619 -1.174
H 6.984 5.200 0.515
H 4.074 7.929 -0.394
H 4.700 7.420 -1.994
```

Values from the calculation:
E_HOMO, eV: -3.1
Gap between HOMO and LUMO, Eh: 0.170
Total energy, eV: -75148.458
Total charge: -1

No. 6
Computed, not measured: a structure of composition C13H33CuN3O6 in a non-equilibrium geometry, with ωB97M-V with the def2-TZVPD basis set.

```
56
Properties=species:S:1:pos:R:3
Cu 5.930 9.939 -8.180
C 3.636 8.820 -7.817
O 4.069 9.847 -7.109
O 2.538 8.294 -7.585
O 4.451 8.430 -8.741
C 7.962 11.168 -4.347
C 7.575 10.493 -5.650
C 7.051 9.106 -5.369
O 6.884 8.445 -6.590
C 6.806 7.035 -6.451
N 6.582 11.224 -6.472
H 8.432 10.466 -3.661
H 7.093 11.633 -3.870
H 8.639 12.007 -4.537
H 8.478 10.313 -6.247
H 6.057 9.205 -4.898
H 7.725 8.578 -4.688
H 7.800 6.602 -6.245
H 6.376 6.609 -7.351
H 6.181 6.754 -5.594
H 5.818 11.496 -5.847
H 6.977 12.138 -6.706
C 9.519 7.870 -10.026
C 8.651 8.954 -9.366
C 8.952 10.317 -9.953
O 8.242 11.292 -9.259
C 8.428 12.575 -9.803
N 7.221 8.658 -9.425
H 9.152 7.562 -11.007
H 9.451 6.970 -9.401
H 10.573 8.144 -10.047
H 8.976 8.977 -8.320
H 8.712 10.308 -11.029
H 10.031 10.509 -9.840
H 9.489 12.862 -9.753
H 7.822 13.261 -9.221
H 8.140 12.592 -10.862
H 7.100 7.681 -9.185
H 6.865 8.798 -10.367
C 3.257 12.583 -10.724
C 4.297 11.516 -10.438
C 5.194 11.382 -11.636
O 6.120 10.342 -11.498
C 6.619 9.956 -12.750
N 5.071 11.805 -9.202
H 2.910 12.604 -11.759
H 3.676 13.582 -10.539
H 2.399 12.469 -10.063
H 3.800 10.549 -10.321
H 5.727 12.329 -11.862
H 4.545 11.216 -12.512
H 7.315 9.132 -12.590
H 7.145 10.787 -13.235
H 5.812 9.579 -13.389
H 5.539 12.696 -9.395
H 4.388 12.063 -8.486
```

Values from the calculation:
2S+1: 2
E_HOMO (alpha / beta), eV: -7.2 / -7.1
Relative energy (zero: lowest compared OMol25 entry of this formula, charge and spin), eV: 0.051
Gap between HOMO and LUMO (alpha / beta), Eh: 0.275 / 0.271
Total energy, eV: -75410.386